Formula: C4H12NO
Source: the OMol25 dataset
Level of theory: wB97M-V/def2-TZVPD

XYZ file:
```
18
Properties=species:S:1:pos:R:3:forces:R:3
C 1.15338 -0.46471 -0.62479 0.8 -1.0 0.4
N 0.06656 0.56580 -0.51801 -0.4 0.5 -1.0
C -0.32110 0.71260 0.94400 0.1 0.0 -0.3
C 0.94532 0.26998 1.66062 -0.1 0.5 -0.3
C 1.38980 -0.92543 0.82359 -0.1 -0.2 0.0
H 0.84754 -1.29821 -1.24823 -0.3 0.1 -0.2
H 2.06976 -0.05714 -1.05813 -0.4 0.4 0.0
H -0.75630 0.35300 -1.09159 -0.2 -0.6 0.1
H 0.37742 1.41911 -0.97937 0.3 0.3 0.6
H -1.17693 0.05266 1.06920 0.1 -0.1 0.2
H -0.64238 1.72440 1.15059 0.0 0.2 -0.1
H 1.66225 1.10800 1.56655 -0.1 -0.5 0.3
H 0.74647 0.07482 2.71237 0.2 -0.1 -0.1
H 0.74834 -1.78752 1.01797 0.0 0.1 0.1
H 2.41198 -1.26408 1.00143 -0.1 0.3 -0.1
H -3.44358 -0.91156 -2.17165 -0.1 0.1 0.0
H -3.28342 0.62888 -2.07131 -0.1 -0.4 -0.2
O -2.79513 -0.20059 -2.18322 0.4 0.5 0.3
```
Forces are in eV/Å.

Kohn-Sham gap = 12.43 eV
Charge = +1
Multiplicity = 1
LUMO = -3.14 eV
Strongest force on any atom = 1.3 eV Å⁻¹
ΔE to the lowest compared entry with this formula, charge and spin = 0.203 eV

Mulliken atomic charge list, values in e, 5 entries: -0.53 -0.03 -0.58 -0.50 -0.56